# 1
Formula: C44H43BrN7OReS
Source: the Open Molecules 2025 dataset
Level of theory: the ωB97M-V functional and the def2-TZVPD basis

CARTESIAN COORDINATES (ANGSTROEM)
Re  0.06237  -0.22097  0.11619
C  -3.12414  3.00512  -1.17439
C  -2.07867  2.23837  -0.42982
N  -1.61908  1.09591  -0.81392
N  -2.22682  0.58987  -1.95926
C  -1.49221  -0.23583  -2.64694
N  -2.07676  -0.79853  -3.72946
S  0.17042  -0.67878  -2.34966
C  -1.54732  2.83751  0.82242
C  -2.13914  3.95840  1.39592
C  -1.64484  4.42483  2.60326
C  -0.59400  3.75182  3.20408
C  -0.07004  2.64428  2.55960
N  -0.51764  2.21701  1.38514
H  -3.36471  2.52623  -2.11417
H  -4.03473  3.08448  -0.57662
H  -2.76412  4.01988  -1.35718
H  -3.00108  -0.50403  -3.99212
H  -1.53695  -1.36876  -4.35334
H  -2.97658  4.44709  0.92190
H  -2.08910  5.29050  3.07629
H  -0.19594  4.06376  4.15960
H  0.71917  2.05651  3.01390
C  5.28876  2.32116  -3.31203
C  6.00548  1.73930  -2.12445
C  7.39271  1.68034  -2.07580
C  8.06124  1.14574  -0.98423
C  7.33656  0.68063  0.10146
C  5.95103  0.74363  0.08825
C  5.29225  1.24969  -1.02677
N  3.87278  1.35087  -1.08444
C  2.95556  0.52062  -0.51272
N  3.35682  -0.74506  -0.35180
C  2.68522  -1.87755  0.17122
C  1.32877  -1.84997  0.46556
C  0.79133  -3.04317  0.98225
C  1.54913  -4.18250  1.15137
C  2.89996  -4.16729  0.82122
C  3.49284  -3.01764  0.33690
C  4.95942  -2.99909  -0.01160
N  1.74164  0.96622  -0.21707
C  1.55225  2.38789  -0.45266
C  0.84112  2.79313  -1.57135
C  0.62180  4.14421  -1.80659
C  1.12894  5.08594  -0.92461
C  1.87164  4.67030  0.17258
C  2.10689  3.32406  0.42764
C  2.96146  2.93549  1.60550
H  5.98792  2.52600  -4.11992
H  4.79551  3.26680  -3.06600
H  4.52149  1.64143  -3.68698
H  7.95751  2.05318  -2.92141
H  9.14164  1.10273  -0.97853
H  7.84433  0.28246  0.96972
H  5.38982  0.42019  0.95596
H  3.49960  2.22304  -1.42788
H  4.29169  -0.91789  -0.68972
H  -0.24192  -3.06966  1.29170
H  1.09527  -5.08134  1.54786
H  3.50476  -5.05606  0.95289
H  5.41230  -3.96479  0.20194
H  5.51171  -2.24907  0.56028
H  5.12867  -2.79713  -1.07450
H  0.45940  2.04130  -2.25035
H  0.06582  4.45225  -2.68253
H  0.96201  6.14148  -1.09365
H  2.28251  5.40573  0.85447
H  2.73622  3.56654  2.46535
H  4.02079  3.06913  1.37319
H  2.81636  1.89635  1.90093
Br  -1.59898  -0.43185  6.74399
C  -1.12114  -0.43471  4.91743
C  0.15588  -0.80466  4.54229
C  0.49785  -0.79822  3.19153
C  -0.40044  -0.40955  2.19589
C  -1.68489  -0.04915  2.62812
C  -2.05601  -0.05939  3.96282
H  0.87944  -1.09693  5.29140
H  1.50573  -1.09500  2.92576
H  -2.41998  0.29062  1.90469
H  -3.05252  0.23652  4.26415
C  -3.56279  -2.42103  1.06325
C  -2.47663  -2.51949  0.03974
O  -1.64108  -1.62701  -0.11176
C  -2.41306  -3.71110  -0.83033
C  -1.27678  -3.91767  -1.61289
C  -1.19163  -5.03539  -2.42388
C  -2.24253  -5.94370  -2.46539
C  -3.37863  -5.74227  -1.69130
C  -3.46101  -4.63294  -0.86759
H  -3.40976  -1.56462  1.70546
H  -3.59504  -3.33204  1.66194
H  -4.52691  -2.33167  0.55715
H  -0.47136  -3.19694  -1.57747
H  -0.30635  -5.19956  -3.02353
H  -2.17660  -6.81569  -3.10303
H  -4.19572  -6.44955  -1.72821
H  -4.34802  -4.48602  -0.26667

* DFT total energy: -141808.351 eV
* energy above the lowest of the compared OMol25 structures with the same formula, charge and spin: 0.000 eV
* max |F|: 0.0141 hartree/bohr
* Kohn-Sham gap (alpha / beta): 7.222 / 7.217 eV
* HOMO level (alpha / beta): -9.84 / -10.54 eV
* 2S+1: 4
* net charge: +1


# 2
Formula: C44H44MnN8O2PS3
Source: the Open Molecules 2025 dataset
Level of theory: the ωB97M-V functional and the def2-TZVPD basis

CARTESIAN COORDINATES (ANGSTROEM)
Mn  -0.00931  -0.14327  0.22277
C  -2.66939  2.01039  2.82841
C  -1.78354  1.63055  1.67937
N  -1.32830  0.41057  1.59412
N  -1.80574  -0.50056  2.53706
C  -1.23444  -1.64368  2.49331
S  0.05500  -2.11314  1.40440
S  -1.78019  -2.95037  3.51108
C  -3.47016  -2.37312  3.82374
C  -4.30169  -2.43530  2.57535
C  -4.64756  -1.26817  1.90440
C  -5.44912  -1.31700  0.76945
C  -5.89963  -2.53820  0.28796
C  -5.54281  -3.71123  0.94427
C  -4.75302  -3.65761  2.08199
C  -1.42745  2.65003  0.69650
C  -1.58188  4.00887  1.02830
C  -1.29465  5.01060  0.13054
C  -0.86966  4.67155  -1.15527
C  -0.70778  3.35008  -1.51100
C  -0.95564  2.32628  -0.59208
O  -0.76716  1.06379  -0.97720
H  -3.20314  1.14514  3.20912
H  -3.36850  2.78915  2.54151
H  -2.04467  2.38757  3.64361
H  -3.43863  -1.37042  4.24202
H  -3.83594  -3.05520  4.59255
H  -4.31389  -0.30880  2.29411
H  -5.74809  -0.39587  0.28285
H  -6.55226  -2.57718  -0.57497
H  -5.90290  -4.66561  0.58400
H  -4.49212  -4.57357  2.59997
H  -1.91453  4.28172  2.01928
H  -1.40980  6.04634  0.41618
H  -0.66390  5.44968  -1.87893
H  -0.38326  3.07170  -2.50610
C  -3.99091  -2.20105  -3.93878
N  -2.88567  -3.24047  -3.67203
C  -3.47765  -4.33923  -2.76620
N  -4.01767  -3.78259  -1.58282
C  -5.04568  -2.79238  -1.90295
N  -4.51610  -1.69948  -2.72298
C  -3.56096  -0.86564  -1.98413
P  -2.07370  -1.80551  -1.39802
C  -1.68510  -2.60185  -3.03652
C  -2.99518  -3.24763  -0.67537
H  -4.75910  -2.72345  -4.50926
H  -3.54486  -1.41299  -4.54431
H  -2.61515  -3.66327  -4.56086
H  -2.67187  -5.04105  -2.55422
H  -4.25274  -4.82506  -3.35946
H  -5.44512  -2.38706  -0.97406
H  -5.85093  -3.28431  -2.45066
H  -4.06571  -0.44690  -1.11162
H  -3.23973  -0.02323  -2.59966
H  -0.92481  -3.37291  -2.90499
H  -1.29632  -1.85197  -3.72698
H  -3.48151  -2.92383  0.24943
H  -2.29103  -4.03513  -0.39887
N  8.14434  3.39115  -5.28748
C  7.32973  2.77103  -4.76827
C  6.31043  1.99649  -4.11027
C  6.53218  0.65629  -3.81430
C  5.55407  -0.08475  -3.17400
C  4.35242  0.51400  -2.82994
C  4.12043  1.85002  -3.12903
C  5.09846  2.58938  -3.76754
N  3.35588  -0.24546  -2.13078
C  3.42334  -1.58386  -1.78089
C  2.31493  -1.84956  -1.05146
N  1.56887  -0.69266  -0.94146
C  2.22151  0.24224  -1.60533
H  7.47231  0.19470  -4.08220
H  5.75469  -1.11984  -2.94145
H  3.18800  2.33353  -2.87544
H  4.92421  3.63013  -4.00277
H  4.23707  -2.22352  -2.06452
H  2.02283  -2.77165  -0.57895
H  1.89961  1.26638  -1.66717
O  1.39938  1.50598  0.94014
S  2.13861  0.81709  2.08720
C  2.27000  1.97381  3.42110
C  2.43697  3.32889  3.16428
C  2.53053  4.19755  4.23793
C  2.46087  3.70933  5.53909
C  2.28382  2.35488  5.77796
C  2.17611  1.47283  4.71055
C  3.82984  0.68598  1.55347
C  4.60273  -0.33804  2.07975
C  5.92342  -0.45769  1.66800
C  6.44246  0.42934  0.73461
C  5.65013  1.44242  0.20688
C  4.33227  1.57746  0.61547
H  2.47680  3.69172  2.14520
H  2.66152  5.25711  4.06389
H  2.53995  4.39470  6.37234
H  2.22066  1.98436  6.79195
H  2.02011  0.41422  4.87980
H  4.18262  -1.02994  2.80007
H  6.54460  -1.24386  2.07542
H  7.47309  0.33483  0.41890
H  6.06347  2.13333  -0.51706
H  3.69797  2.36085  0.21891

* DFT total energy: -135458.267 eV
* energy above the lowest of the compared OMol25 structures with the same formula, charge and spin: 2.648 eV
* max |F|: 0.0901 hartree/bohr
* Kohn-Sham gap (alpha / beta): 7.007 / 7.725 eV
* HOMO level (alpha / beta): -12.59 / -12.69 eV
* 2S+1: 5
* net charge: +2


# 3
Formula: C44H44N3OPS4SbTa
Source: the Open Molecules 2025 dataset
Level of theory: the ωB97M-V functional and the def2-TZVPD basis

CARTESIAN COORDINATES (ANGSTROEM)
Ta  -1.04148  1.16677  0.42110
S  -0.56224  5.24400  2.80816
Sb  -2.02968  4.86169  1.18174
S  -3.18685  1.64285  1.43495
S  -0.57702  3.35048  -0.11310
C  2.82409  3.05870  -4.35694
C  2.29656  1.73180  -4.40967
C  1.91405  1.14469  -3.24317
C  1.94378  1.93227  -2.04422
C  2.33385  3.25611  -2.05549
C  2.82936  3.81909  -3.20941
P  1.42757  1.13169  -0.50314
C  2.31451  -0.50643  -0.71142
C  3.73298  -0.37018  -0.65690
C  4.55577  -1.51523  -0.74689
C  3.95650  -2.70771  -1.02117
C  2.58550  -2.88232  -1.00704
C  1.74387  -1.76469  -0.79321
C  2.41698  1.96833  0.79790
C  3.65557  2.57658  0.81487
C  4.20807  2.97361  2.02239
C  3.54628  2.90498  3.21193
C  2.24301  2.32973  3.26701
C  1.50730  2.17290  4.46591
C  0.25340  1.65921  4.45691
C  -0.27619  1.17342  3.21538
C  0.42746  1.15263  2.05431
C  1.74622  1.76416  2.06566
H  3.14688  3.51983  -5.28257
H  2.25360  1.19474  -5.33218
H  1.62991  0.09184  -3.22078
H  2.21123  3.81038  -1.11898
H  3.13569  4.84939  -3.20611
H  4.25528  0.62453  -0.52596
H  5.63158  -1.47332  -0.51396
H  4.65848  -3.54549  -1.27727
H  2.19918  -3.95513  -0.94984
H  0.71521  -1.88311  -0.66709
H  4.32434  2.64049  -0.00404
H  5.10821  3.51281  1.91418
H  4.01613  3.28811  4.11808
H  1.91835  2.50990  5.38981
H  -0.32218  1.67098  5.36886
H  -1.24455  0.69653  3.24570
C  1.58048  -1.92766  4.59303
C  1.79360  -3.05958  3.58470
C  2.90174  -2.76577  2.54470
C  2.12666  -4.39859  4.22732
C  0.48208  -3.24568  2.79108
C  -0.26646  -4.44502  2.71725
C  -1.50518  -4.48412  2.07604
C  -2.01527  -3.34684  1.47032
S  -3.63710  -3.01603  0.78196
C  -3.03223  -1.43185  0.40314
N  -1.82055  -1.14053  0.72999
C  -1.22850  -2.18600  1.45113
C  0.00256  -2.15374  2.07184
C  -4.04896  -0.49366  -0.18706
C  -5.00642  -1.04967  -1.02718
C  -6.18811  -0.33715  -1.36085
C  -6.38832  0.97275  -0.94694
C  -5.40046  1.52738  -0.08251
C  -4.29453  0.78599  0.32445
H  2.45000  -1.74278  5.18079
H  0.81372  -2.10754  5.32945
H  1.30971  -1.01857  4.02750
H  3.75086  -2.35252  3.05930
H  2.52835  -2.01539  1.82585
H  3.12036  -3.63257  1.91411
H  3.17425  -4.33539  4.57428
H  2.08104  -5.24647  3.51327
H  1.34829  -4.64426  4.97246
H  0.19573  -5.29785  3.16131
H  -2.07547  -5.43317  2.06259
H  0.64197  -1.31461  1.96273
H  -5.01807  -2.09857  -1.32845
H  -6.80605  -0.80788  -2.07766
H  -7.26039  1.51991  -1.27388
H  -5.46083  2.57485  0.21237
C  -2.51290  2.16945  -4.65538
N  -2.51320  1.89653  -3.24052
C  -3.24509  2.84938  -2.43384
C  -2.01709  0.77222  -2.67004
O  -1.61369  0.77614  -1.46281
N  -2.03757  -0.39851  -3.35468
C  -1.15115  -1.53697  -2.98757
C  -3.11489  -0.79821  -4.22575
H  -2.53029  3.23358  -4.81341
H  -3.35769  1.68117  -5.20516
H  -1.59017  1.71946  -5.07825
H  -2.75085  3.78646  -2.39974
H  -3.33571  2.47491  -1.37410
H  -4.29043  3.01445  -2.73506
H  -1.72071  -2.29535  -2.36968
H  -0.37479  -1.23913  -2.27151
H  -0.73477  -2.03597  -3.88259
H  -3.88340  -0.04662  -4.31925
H  -3.70290  -1.63902  -3.86948
H  -2.79773  -1.05702  -5.21393

* DFT total energy: -113575.899 eV
* energy above the lowest of the compared OMol25 structures with the same formula, charge and spin: 1.919 eV
* max |F|: 0.0473 hartree/bohr
* Kohn-Sham gap (alpha / beta): 5.752 / 6.944 eV
* HOMO level (alpha / beta): -9.10 / -10.26 eV
* 2S+1: 2
* net charge: +1


# 4
Formula: C44H44N5O3P2Ti
Source: the Open Molecules 2025 dataset
Level of theory: the ωB97M-V functional and the def2-TZVPD basis

CARTESIAN COORDINATES (ANGSTROEM)
Ti  0.19634  0.15391  -0.64240
C  -0.70077  3.64511  -4.35209
C  0.12693  2.80443  -3.42719
C  0.26161  1.43705  -3.63797
C  1.14358  0.66465  -2.87719
C  1.91891  1.28606  -1.88115
C  1.78001  2.66743  -1.66942
C  0.88458  3.40513  -2.41366
H  -1.32792  4.35483  -3.81263
H  -1.32516  3.03008  -4.99750
H  -0.02775  4.22967  -4.98288
H  -0.26720  0.97745  -4.46553
H  1.37068  -0.34883  -3.19372
H  2.80666  0.80227  -1.50226
H  2.42740  3.16625  -0.95742
H  0.80860  4.47516  -2.26324
O  -0.54893  -0.48017  1.10268
P  0.30556  -0.46066  2.36272
C  1.99345  0.14772  1.83282
P  2.65917  -1.07140  0.61662
O  1.55292  -1.29026  -0.41724
C  3.14368  -2.51301  1.55767
C  4.05616  -2.32455  2.59644
C  4.48680  -3.41101  3.33400
C  4.01374  -4.68085  3.02848
C  3.13080  -4.87003  1.97533
C  2.69432  -3.78615  1.22998
C  4.16721  -0.46859  -0.14790
C  4.54842  -1.10085  -1.33387
C  5.73636  -0.74627  -1.94840
C  6.54421  0.22975  -1.37722
C  6.16910  0.85157  -0.19471
C  4.98166  0.50132  0.42892
C  0.36946  -2.11687  3.04029
C  0.99252  -2.38326  4.25743
C  0.89359  -3.64891  4.80682
C  0.16237  -4.63783  4.15969
C  -0.46961  -4.36577  2.95565
C  -0.36857  -3.10505  2.39237
C  -0.30436  0.61137  3.65466
C  0.53010  1.06595  4.67594
C  -0.00719  1.79075  5.72387
C  -1.36837  2.05925  5.75800
C  -2.20512  1.57288  4.76252
C  -1.67806  0.84993  3.70694
H  2.67604  0.26079  2.67474
H  1.83858  1.12774  1.36215
H  4.43579  -1.33375  2.82274
H  5.19557  -3.27324  4.13917
H  4.34086  -5.53001  3.61362
H  2.78583  -5.86604  1.73246
H  2.00850  -3.91570  0.40198
H  3.90882  -1.86372  -1.76390
H  6.03819  -1.23392  -2.86509
H  7.47349  0.50794  -1.85538
H  6.80132  1.60919  0.24765
H  4.69517  0.99122  1.35246
H  1.52983  -1.60170  4.78151
H  1.37155  -3.86504  5.75297
H  0.08133  -5.62111  4.60361
H  -1.04987  -5.13391  2.46189
H  -0.87439  -2.86784  1.46502
H  1.59389  0.85754  4.66328
H  0.63409  2.14362  6.51924
H  -1.77784  2.65791  6.55961
H  -3.27106  1.74752  4.81550
H  -2.31504  0.45744  2.92298
N  -0.22936  4.65924  3.36810
C  -0.66694  4.04967  2.49301
N  -1.15561  3.36611  1.48709
C  -0.80141  2.54294  0.66115
N  -0.60025  1.83212  -0.28283
C  -5.52451  2.87335  -4.86218
C  -6.05082  1.55087  -4.31562
N  -5.10704  0.86651  -3.42420
C  -5.33562  0.93122  -1.98483
C  -4.91915  2.27524  -1.38626
C  -4.06507  0.23911  -3.99624
O  -3.82512  0.23968  -5.19239
C  -3.11783  -0.57502  -3.13412
C  -3.03845  -1.94757  -3.36185
C  -2.05513  -2.67767  -2.71186
C  -1.16145  -2.02389  -1.88936
N  -1.20681  -0.69111  -1.70171
C  -2.18086  0.01227  -2.31087
H  -6.28333  3.33887  -5.48990
H  -4.63770  2.69915  -5.46858
H  -5.28094  3.56909  -4.05889
H  -6.25778  0.88108  -5.15064
H  -6.97553  1.70334  -3.76029
H  -4.78831  0.12193  -1.50417
H  -6.39553  0.75317  -1.79850
H  -3.90694  2.53537  -1.70198
H  -4.93650  2.23209  -0.29671
H  -5.59191  3.06945  -1.70567
H  -3.73676  -2.41998  -4.03968
H  -1.97077  -3.74519  -2.85648
H  -0.37958  -2.56361  -1.36977
H  -2.19562  1.07759  -2.12623

* DFT total energy: -101619.442 eV
* max |F|: 0.0462 hartree/bohr
* Kohn-Sham gap (alpha / beta): 7.937 / 7.825 eV
* HOMO level (alpha / beta): -13.43 / -13.61 eV
* 2S+1: 2
* net charge: +2